(1)
Molecular formula: C20H25N3O6S
Method: DFT, ωB97M-V/def2-TZVPD

Positions of all 55 atoms, in Å:
S1 -0.6306 -1.9028 1.0984
O1 -0.8530 1.4609 0.3808
O2 -0.4697 2.4150 -2.9121
O3 0.6560 -2.5351 1.2178
O4 -2.9570 1.9713 0.9676
O5 1.6194 1.2055 0.5064
O6 -1.7905 -2.5881 1.5841
N1 3.6120 -0.7889 -0.1728
N2 1.0900 1.3548 -1.7265
N3 -0.5166 -0.4893 1.9530
C1 3.3780 -0.9135 1.2409
C2 3.4173 -0.2611 -2.3321
C3 -1.6792 0.9436 3.5846
C4 -0.8765 -1.4789 -0.6209
C5 -0.7649 2.5255 -0.5478
C6 -3.0496 1.4967 3.9617
C7 4.5221 -1.5008 -0.8524
C8 -1.7239 0.2615 2.1908
C9 4.4408 -1.1924 -2.1960
C10 -1.1900 -0.7265 -3.2720
C11 2.8988 -0.0185 -1.0578
C12 0.1451 -1.7066 -1.5191
C13 -0.0162 -1.3367 -2.8437
C14 -2.0714 -0.9190 -1.0332
C15 1.8391 0.8767 -0.6417
C16 -2.2195 -0.5352 -2.3531
C17 -1.3424 -0.2466 -4.6790
C18 -1.9581 1.3206 1.1198
C19 -0.0569 2.0982 -1.8209
C20 -1.2125 -0.0674 4.6288
H1 -2.3427 -0.4506 -5.0531
H2 -2.9856 2.0308 4.9068
H3 -1.7664 2.8881 -0.8047
H4 2.4692 -1.4956 1.4244
H5 -1.8913 -0.9160 4.6551
H6 3.2624 0.0709 1.6907
H7 3.1224 0.2030 -3.2539
H8 -3.1417 -0.0779 -2.6784
H9 -0.9542 1.7639 3.5346
H10 -2.8767 -0.7961 -0.3264
H11 4.2250 -1.4260 1.6931
H12 -3.7625 0.6832 4.0731
H13 0.2840 0.0758 1.7009
H14 1.4302 1.0721 -2.6390
H15 -1.1933 0.3988 5.6110
H16 -0.2192 -0.4355 4.3918
H17 0.7809 -1.5228 -3.5493
H18 -1.1913 0.8334 -4.6991
H19 -0.1888 3.3387 -0.0864
H20 -0.6134 -0.7129 -5.3366
H21 5.0532 -1.5937 -2.9781
H22 1.0469 -2.1825 -1.1687
H23 -3.4229 2.1785 3.2035
H24 5.1794 -2.1863 -0.3539
H25 -2.5437 -0.4642 2.1889

Atomic forces in eV per Å
S 0.42 0.05 0.27
O 0.07 0.07 -0.07
O -0.09 0.16 -0.08
O -0.14 0.18 -0.28
O -0.03 -0.05 0.02
O 0.25 0.02 0.06
O -0.24 0.24 -0.15
N -0.11 0.24 -0.26
N 0.77 -0.29 -0.19
N -0.08 -0.89 -0.35
C -0.26 -0.07 0.86
C -0.28 0.17 0.38
C -0.13 -0.26 0.03
C 0.22 -0.29 0.56
C -0.36 0.40 0.00
C 0.21 0.19 -0.15
C 0.29 -0.16 -0.36
C -0.29 0.19 0.24
C 0.10 -0.16 0.09
C 0.12 -0.12 0.02
C 0.38 -0.18 -0.51
C 0.09 -0.18 0.06
C -0.22 -0.02 0.00
C -0.21 0.04 -0.10
C -0.34 0.44 -0.13
C 0.03 -0.04 0.18
C -0.01 0.09 -0.01
C -0.27 0.08 -0.12
C -0.32 0.08 0.42
C 0.13 0.24 -0.18
H -0.06 -0.03 -0.09
H -0.02 0.01 0.12
H 0.30 -0.08 -0.05
H 0.24 0.14 0.00
H -0.10 -0.15 0.04
H 0.11 -0.13 -0.03
H -0.09 0.10 -0.15
H -0.12 0.05 -0.02
H 0.01 0.02 -0.02
H -0.18 0.05 0.04
H 0.01 0.00 -0.07
H -0.12 -0.12 0.03
H 0.27 -0.01 -0.19
H -0.19 0.05 0.17
H -0.02 0.02 0.11
H 0.06 -0.08 0.10
H 0.09 -0.02 -0.08
H 0.01 0.04 -0.08
H -0.09 -0.11 -0.07
H 0.03 -0.03 -0.09
H 0.14 -0.09 -0.11
H 0.16 -0.04 -0.03
H -0.10 0.04 0.04
H 0.06 -0.09 0.18
H -0.10 0.26 0.01

lowest unoccupied orbital energy	0.105	eV
orbital gap	9.170	eV
SMILES	Cc1ccc(S(=O)(=O)N[C@H](C(=O)OCC(=O)NC(=O)c2cccn2C)C(C)C)cc1

(2)
Molecular formula: C20H25N5O9P2PtS
Method: DFT, ωB97M-V/def2-TZVPD

Positions of all 63 atoms, in Å:
Pt1 -0.0088 -0.0375 0.1160
S1 0.7479 2.8152 1.0988
P1 1.7725 -2.3249 0.0857
P2 -0.3861 -2.2494 1.9485
O1 -0.5309 7.1664 -5.8196
O2 1.9494 -0.8046 0.2818
O3 0.7781 -2.8266 -0.9039
O4 -1.0347 -2.9413 3.2198
O5 -1.2906 -2.7648 0.7784
O6 3.2120 -2.9673 -0.1780
O7 2.0967 -2.2230 2.7582
O8 -0.3606 -0.7356 2.1100
O9 0.2121 0.5064 -1.7882
N1 3.1637 2.0718 0.3213
N2 2.6089 1.5226 2.4771
N3 -4.5136 2.8486 -3.4791
N4 -1.8685 0.6042 -0.1637
N5 -4.6145 3.6525 -4.4537
C1 -3.2709 1.5919 -1.8647
C2 -4.3422 1.5667 -0.9435
C3 -0.3798 7.5538 -7.1737
C4 -3.6134 4.6093 -4.7316
C5 -1.6340 5.8871 -4.2011
C6 -3.3370 2.1863 -3.1600
C7 -4.1361 1.0879 0.3194
C8 -0.8980 1.0092 -2.2710
C9 1.3223 -2.9005 1.7783
C10 -2.6270 5.0195 -3.8172
C11 4.4190 1.3504 0.3865
C12 1.3871 -4.4063 1.9512
C13 -1.5905 6.3747 -5.5127
C14 -2.8603 0.6292 0.6933
C15 -2.0469 1.0735 -1.4370
C16 2.2414 2.0705 1.2966
C17 -2.2176 2.0814 -3.9846
C18 -2.6037 6.0431 -6.3989
C19 -3.6199 5.1833 -5.9936
C20 -1.0257 1.4980 -3.5635
H1 -0.3067 6.6811 -7.8272
H2 -4.4073 4.9105 -6.6854
H3 2.4166 -4.7377 1.8213
H4 2.2576 -1.3312 2.4129
H5 -0.8643 6.1987 -3.5067
H6 -5.3117 1.9307 -1.2569
H7 4.9550 1.5022 -0.5460
H8 5.0398 1.7317 1.1996
H9 -2.2969 2.4670 -4.9922
H10 -2.6367 0.2822 1.6921
H11 0.7579 -4.8958 1.2077
H12 1.8958 1.4588 3.1820
H13 3.3838 -3.0381 -1.1267
H14 -1.2063 8.1871 -7.5048
H15 -4.9365 1.0661 1.0459
H16 2.8046 2.3412 -0.5791
H17 -2.6610 4.6507 -2.8006
H18 -0.1733 1.4386 -4.2274
H19 -0.7439 -2.8398 -0.0596
H20 1.0463 -4.6848 2.9484
H21 0.5448 8.1205 -7.2248
H22 -1.6988 -2.3902 3.6537
H23 -2.6163 6.4422 -7.4027
H24 4.2580 0.2770 0.5200
H25 3.4359 0.9583 2.5653

Atomic forces in eV per Å
Pt 0.12 -0.04 0.48
S 0.08 0.03 0.09
P 0.17 0.04 -0.37
P -0.47 0.18 0.17
O 0.00 0.03 -0.02
O -0.29 -0.27 -0.25
O -0.03 -0.15 0.10
O 0.20 0.21 0.10
O 0.20 -0.38 -0.17
O 0.11 0.18 0.16
O 0.12 -0.24 -0.01
O -0.05 -0.33 -0.33
O 0.04 0.05 0.05
N -0.02 -0.22 -0.06
N -0.09 -0.09 -0.07
N -0.84 -1.04 -2.08
N 0.00 0.03 -0.05
N -0.67 0.99 2.01
C -0.13 0.44 -0.21
C -0.05 0.02 0.07
C -0.01 0.03 0.05
C 0.90 -0.55 -0.65
C -0.06 0.05 0.05
C 1.14 0.52 0.72
C -0.01 0.03 0.01
C 0.09 0.09 0.05
C -0.26 0.34 -0.16
C -0.22 0.11 0.06
C -0.09 -0.04 0.02
C 0.06 0.05 0.11
C -0.01 -0.07 -0.02
C 0.03 -0.03 0.02
C 0.12 -0.18 0.05
C 0.05 0.39 0.12
C -0.37 -0.14 0.10
C -0.04 0.07 -0.04
C 0.03 -0.16 -0.07
C -0.01 -0.08 -0.13
H -0.02 -0.01 0.00
H 0.01 -0.02 0.02
H -0.01 0.01 -0.02
H -0.08 0.03 0.02
H -0.03 0.00 0.00
H 0.04 0.03 0.00
H 0.01 0.01 0.00
H 0.03 0.03 -0.02
H 0.14 0.03 0.01
H -0.01 -0.02 0.00
H 0.02 -0.01 0.01
H 0.01 0.01 0.01
H -0.02 -0.10 0.05
H -0.01 0.00 0.01
H 0.03 -0.01 -0.01
H 0.00 0.05 0.00
H 0.12 -0.01 -0.02
H -0.03 -0.02 -0.02
H -0.05 0.12 0.01
H 0.01 0.00 -0.02
H 0.02 0.01 0.01
H 0.09 -0.01 0.06
H -0.02 -0.01 0.00
H 0.00 0.00 -0.02
H 0.01 0.01 0.01

lowest unoccupied orbital energy (alpha / beta)	-0.656 / -0.654	eV
orbital gap (alpha / beta)	6.233 / 6.232	eV

(3)
Molecular formula: C20H25NOS
Method: DFT, ωB97M-V/def2-TZVPD

Positions of all 48 atoms, in Å:
S1 2.4976 -1.2746 1.7384
O1 3.2976 0.6206 -0.9812
N1 0.4335 2.6735 0.2649
C1 -2.1844 -3.1606 -1.6152
C2 -1.0187 -2.6688 -0.8130
C3 -0.3331 2.9779 -0.9320
C4 2.4494 1.7443 -0.8685
C5 3.9635 -1.0561 0.6706
C6 -0.4932 2.4796 1.3689
C7 -3.5846 -0.3894 0.5932
C8 1.2346 -1.7964 -0.7072
C9 1.1814 -1.8114 0.6781
C10 0.0239 -2.2437 1.3173
C11 -1.2450 1.8298 -1.3848
C12 -1.0598 -2.6667 0.5768
C13 4.1507 0.3548 0.1119
C14 -2.9482 0.2459 -0.4551
C15 -1.5649 1.4535 1.0896
C16 1.3142 1.5240 0.1349
C17 -2.1983 0.7993 2.1378
C18 -1.9393 1.1722 -0.2214
C19 -3.2049 -0.1155 1.8964
C20 0.1392 -2.2255 -1.4363
H1 3.0212 2.6411 -0.5933
H2 -0.9690 3.4472 1.5734
H3 -2.2117 -2.6855 -2.5932
H4 -3.6919 -0.6144 2.7213
H5 -0.0145 -2.2406 2.3960
H6 -1.9855 2.2094 -2.0928
H7 -3.1192 -2.9615 -1.0974
H8 -1.8964 1.0164 3.1528
H9 -0.9417 3.8561 -0.6973
H10 0.1914 -2.2075 -2.5161
H11 -3.2360 0.0294 -1.4743
H12 -4.3771 -1.0971 0.3965
H13 0.0721 2.1975 2.2606
H14 0.3533 3.2567 -1.7339
H15 4.8033 -1.2913 1.3248
H16 -1.9520 -3.0000 1.0857
H17 1.7536 1.3536 1.1220
H18 2.0547 1.8757 -1.8781
H19 4.0135 1.0904 0.9105
H20 -2.1048 -4.2380 -1.7662
H21 5.1875 0.4317 -0.2501
H22 -0.6563 1.0709 -1.9107
H23 2.1039 -1.4265 -1.2279
H24 3.9178 -1.7902 -0.1307
H25 0.7725 0.6096 -0.1457

Atomic forces in eV per Å
S 0.20 -0.09 0.02
O 0.00 -0.34 0.07
N 0.13 0.11 0.14
C 0.07 -0.08 0.03
C 0.02 0.03 -0.02
C -0.05 -0.01 -0.22
C -0.28 0.20 0.10
C -0.56 0.30 0.10
C 0.06 0.23 0.04
C -0.11 -0.04 -0.06
C 0.05 -0.09 0.00
C 0.34 0.06 0.06
C 0.16 0.05 -0.03
C 0.20 0.15 0.06
C 0.03 0.00 -0.10
C 0.28 -0.14 0.01
C -0.02 0.03 0.08
C 0.00 -0.05 0.01
C 0.21 -0.05 -0.13
C -0.02 0.00 -0.04
C -0.03 -0.03 -0.05
C -0.05 -0.01 0.12
C -0.10 -0.05 0.03
H -0.05 -0.02 -0.05
H 0.04 -0.07 0.06
H -0.06 0.02 -0.08
H -0.05 -0.05 0.07
H -0.05 -0.03 0.15
H 0.04 -0.04 -0.04
H -0.13 0.01 -0.01
H 0.04 0.01 0.13
H 0.03 0.01 -0.08
H -0.02 0.00 -0.12
H -0.03 -0.04 -0.13
H -0.06 -0.07 -0.02
H -0.04 0.03 -0.01
H -0.11 0.06 -0.01
H 0.03 -0.05 -0.06
H -0.12 -0.02 0.05
H -0.06 -0.07 -0.12
H 0.00 0.13 0.06
H 0.02 0.00 -0.02
H -0.08 -0.05 -0.06
H -0.11 0.05 0.08
H -0.01 -0.01 -0.05
H 0.04 0.04 0.01
H 0.15 -0.05 -0.03
H 0.09 0.07 0.06

lowest unoccupied orbital energy	0.797	eV
orbital gap	8.565	eV
SMILES	Cc1ccc(SCCOCCN2CCc3ccccc3C2)cc1

(4)
Molecular formula: C20H25O5P
Method: DFT, ωB97M-V/def2-TZVPD

Positions of all 51 atoms, in Å:
P1 -0.9807 0.7717 0.5736
O1 1.1619 -3.2473 0.6597
O2 0.6165 -2.6566 -2.1082
O3 2.2244 -0.8037 -0.7618
O4 -2.3123 0.2717 0.2022
O5 2.2538 0.4552 1.0435
C1 0.0281 -3.7661 -1.4665
C2 -0.9561 1.5808 2.2023
C3 0.0497 -1.4828 1.8510
C4 -2.2908 2.6621 3.8818
C5 0.5503 -0.9117 -3.7386
C6 0.7701 2.7849 -0.3858
C7 0.0828 2.4505 4.1757
C8 1.2382 3.6184 -1.3857
C9 1.6499 -0.2882 0.3138
C10 -0.9099 1.9506 -1.8945
C11 -0.3032 1.9431 -0.6452
C12 0.9457 -4.2237 -0.3245
C13 -2.1932 2.0114 2.6655
C14 -0.1954 -2.0817 -3.1196
C15 -0.4384 2.7860 -2.8909
C16 0.1879 1.7994 2.9591
C17 0.6398 3.6174 -2.6360
C18 -1.1503 2.8837 4.6365
C19 0.2047 -0.6666 0.5627
C20 0.0754 -2.9793 1.5318
H1 -1.7580 1.3021 -2.0628
H2 0.1930 -3.5657 2.4540
H3 -3.0691 1.8189 2.0628
H4 0.8614 -1.2296 2.5344
H5 1.9373 -4.4304 -0.7336
H6 -0.0985 -4.5949 -2.1777
H7 -1.2228 3.3918 5.5871
H8 1.5152 -1.2439 -4.1114
H9 1.2385 2.7817 0.5854
H10 -3.2533 2.9955 4.2415
H11 1.0124 4.2700 -3.4119
H12 -0.9683 -3.4925 -1.0865
H13 -1.1488 -1.7460 -2.6836
H14 -0.9009 -1.2420 2.3368
H15 0.5327 -5.1450 0.1097
H16 -0.1811 -1.2470 -0.2817
H17 1.1468 1.4543 2.6041
H18 -0.0297 -0.5055 -4.5621
H19 2.0751 4.2717 -1.1890
H20 0.9698 2.6202 4.7683
H21 -0.8744 -3.2641 1.0657
H22 -0.4177 -2.8435 -3.8806
H23 1.6885 -1.4988 -1.2028
H24 -0.9096 2.7897 -3.8629
H25 0.7126 -0.1262 -3.0049

Atomic forces in eV per Å
P 1.46 0.21 0.06
O 0.00 0.31 0.15
O 0.27 0.08 0.09
O 0.35 -0.01 -0.34
O -0.95 -0.27 -0.21
O 0.20 0.08 0.09
C 0.08 -0.20 0.45
C -0.01 -0.21 -0.46
C 0.03 -0.42 -0.08
C -0.02 0.06 0.07
C -0.13 -0.32 0.24
C -0.01 0.03 -0.02
C 0.06 0.05 0.09
C 0.11 0.07 0.03
C -0.29 -0.24 -0.09
C -0.10 -0.08 0.01
C -0.28 -0.28 0.34
C -0.21 -0.06 -0.42
C -0.11 -0.05 -0.08
C -0.14 0.21 -0.30
C 0.03 0.04 -0.08
C 0.05 -0.01 0.03
C -0.01 0.01 -0.04
C -0.02 0.02 0.03
C -0.34 0.48 0.10
C -0.10 0.07 0.20
H -0.09 -0.04 -0.04
H -0.06 0.03 -0.13
H -0.10 -0.01 -0.02
H -0.08 0.05 0.04
H -0.10 -0.13 -0.02
H 0.01 0.06 0.06
H 0.00 0.04 0.07
H 0.10 -0.01 -0.09
H 0.08 0.03 0.08
H -0.07 0.02 0.02
H 0.03 0.06 -0.05
H 0.09 -0.03 -0.06
H 0.08 -0.08 -0.01
H 0.10 -0.10 0.08
H 0.06 0.03 -0.06
H -0.01 0.10 0.04
H 0.09 -0.03 -0.02
H -0.05 0.08 -0.10
H 0.07 0.05 0.01
H 0.07 0.01 0.05
H 0.03 0.02 0.01
H 0.00 0.05 0.11
H -0.13 0.15 0.23
H -0.04 0.01 -0.07
H 0.02 0.09 0.02

lowest unoccupied orbital energy	0.825	eV
orbital gap	10.258	eV
SMILES	CCOCCOCC[C@H](C(=O)O)P(=O)(c1ccccc1)c1ccccc1

Computed values of electronic energy (unit: Ha) for the preceding records, in sequence: -1791.06167 -2928.48882 -1305.27941 -1494.71385.